The following is a DFT calculation (ωB97M-V/def2-TZVPD) of a 12-piece molecular cluster, C76H180N12O16 overall at a distorted geometry.

Calculated values
SMILES: CC1(C)CCCC(C)(C)N1O.CC1(C)CCCC(C)(C)N1O.CC1(C)CCCC(C)(C)N1O.CC1(C)CCCC(C)(C)N1O.COC[C@H](C)N.COC[C@H](C)N.COC[C@H](C)N.COC[C@H](C)N.COCCNCCOC.COCCNCCOC.COCCNCCOC.COCCNCCOC
Relative energy (zero: lowest compared OMol25 entry of this formula, charge and spin), kcal/mol: 0.0
Orbital gap, eV: 8.76

Last column: Löwdin charge in e.
Atoms and positions in Å:
C -12.1483 -29.9437 8.5236  -0.1176
O -13.3217 -29.2291 8.7838  -0.2155
C -14.5251 -29.9490 8.5582  -0.2169
C -14.6351 -31.1173 9.5136  -0.1947
N -14.4084 -30.6658 10.8830  -0.0469
C -14.0393 -31.7346 11.8622  -0.1549
C -12.5501 -31.9965 12.0211  -0.2356
O -12.0805 -32.7083 10.9152  -0.2022
C -10.7382 -32.9501 11.0270  -0.1500
H -12.0402 -30.8433 9.1501  0.0777
H -11.2775 -29.2683 8.5290  0.0706
H -12.1245 -30.3386 7.4909  0.0960
H -14.6102 -30.2701 7.5177  0.1171
H -15.3410 -29.2424 8.7613  0.1020
H -13.8010 -31.7607 9.2117  0.1037
H -15.6426 -31.5434 9.3341  0.1360
H -13.8464 -29.8270 10.9985  0.0997
H -14.4711 -32.6309 11.4508  0.1180
H -14.4431 -31.5891 12.8872  0.1093
H -12.4460 -32.5876 12.9591  0.1340
H -11.9804 -31.0460 12.0445  0.1084
H -10.4825 -33.8109 11.6794  0.0912
H -10.1658 -32.0534 11.4383  0.0950
H -10.3849 -33.2413 10.0154  0.0976
C -11.7493 -17.0605 12.0895  -0.1126
O -12.4617 -17.5244 10.9404  -0.2230
C -12.0488 -18.8541 10.5109  -0.1956
C -12.4862 -19.1584 9.1031  -0.2049
N -13.9264 -19.2313 8.9501  -0.0652
C -14.6221 -17.9637 8.9949  -0.2073
C -13.9830 -16.9367 8.1017  -0.2291
O -14.8035 -15.7820 8.1267  -0.1893
C -14.6445 -14.9070 9.2389  -0.0994
H -10.6280 -17.1125 11.9220  0.0965
H -11.8867 -17.7135 12.9961  0.0897
H -12.0548 -16.0508 12.3491  0.0785
H -12.4907 -19.5358 11.2409  0.1115
H -10.9589 -18.9903 10.6624  0.1227
H -12.1479 -20.1484 8.7841  0.1193
H -12.0069 -18.3444 8.4779  0.1237
H -14.0814 -19.8556 8.1705  0.0695
H -14.7282 -17.5011 9.9763  0.1016
H -15.6124 -18.1696 8.5954  0.1227
H -13.8937 -17.2533 7.0617  0.1319
H -12.9790 -16.7200 8.4731  0.0989
H -15.3666 -15.1740 10.0341  0.0862
H -15.0014 -13.9249 8.8959  0.0866
H -13.6268 -14.8666 9.6355  0.0870
C -14.1143 -26.6836 20.5472  -0.1165
O -13.7302 -25.7393 19.5571  -0.2309
C -12.4101 -25.0750 19.6485  -0.1594
C -11.2506 -25.9742 19.2698  -0.2380
N -11.1643 -26.3670 17.9127  -0.0713
C -10.3883 -25.4852 16.9861  -0.1621
C -11.0638 -24.1619 16.7285  -0.2350
O -10.3089 -23.4498 15.7501  -0.1954
C -10.8451 -22.1277 15.5481  -0.0926
H -14.4330 -26.2128 21.5114  0.0945
H -13.3215 -27.4209 20.7880  0.0815
H -14.9839 -27.1910 20.1702  0.0726
H -12.3196 -24.7418 20.6779  0.1159
H -12.5382 -24.2165 18.9660  0.1014
H -11.4378 -26.8991 19.8563  0.1128
H -10.2705 -25.6430 19.5674  0.1197
H -12.0562 -26.6478 17.4890  0.1186
H -10.1363 -26.0126 16.0826  0.0955
H -9.4449 -25.4269 17.5334  0.1184
H -11.1678 -23.5186 17.5809  0.1000
H -12.0912 -24.3621 16.3608  0.1194
H -11.9108 -22.1919 15.3557  0.0539
H -10.2834 -21.6528 14.7294  0.0928
H -10.7127 -21.5482 16.4709  0.0875
C -11.3380 -26.2656 7.7407  -0.0574
O -10.1013 -26.1012 7.0232  -0.1936
C -8.9584 -26.5026 7.7182  -0.2589
C -7.7590 -26.5701 6.7956  -0.2317
N -7.9373 -27.4657 5.6803  -0.0673
C -6.7617 -27.6436 4.7581  -0.1707
C -7.0204 -28.8404 3.8692  -0.2477
O -7.9508 -28.4939 2.8485  -0.1924
C -8.4849 -29.6849 2.2564  -0.1065
H -11.3914 -27.3093 8.0472  0.0549
H -12.1616 -25.9870 7.0977  0.0685
H -11.3352 -25.5954 8.6239  0.0924
H -9.0952 -27.5352 8.0993  0.1123
H -8.8031 -25.8320 8.5809  0.1226
H -6.8611 -26.9398 7.2984  0.1158
H -7.6040 -25.5310 6.4453  0.1239
H -8.7780 -27.2224 5.1903  0.0993
H -5.9727 -27.7483 5.4970  0.1100
H -6.5868 -26.7589 4.1141  0.1250
H -7.3781 -29.6951 4.4513  0.1141
H -6.0839 -29.1281 3.3596  0.1239
H -9.3739 -29.4152 1.7006  0.0791
H -8.7245 -30.4573 3.0246  0.0913
H -7.7680 -30.1369 1.5569  0.0850
C -19.7238 -29.7469 11.3562  -0.0446
C -18.6079 -28.7093 11.4294  -0.4776
C -19.1620 -27.3396 12.0230  -0.0963
C -19.4844 -27.4318 13.5318  -0.1616
C -18.2450 -27.9213 14.2806  -0.1422
C -17.7403 -29.2800 13.7124  -0.4882
N -17.4760 -29.1422 12.2893  -0.0851
O -17.1192 -30.4381 11.8530  -0.0672
C -16.3864 -29.6446 14.3960  -0.0346
C -18.7386 -30.4067 14.1657  -0.0334
C -18.0874 -28.5999 9.9865  -0.0348
H -19.3713 -30.7796 11.2065  0.0972
H -20.3711 -29.4703 10.5309  0.0823
H -20.3353 -29.7648 12.2672  0.0551
H -18.5000 -26.4870 11.8580  0.0915
H -20.0649 -27.1103 11.4406  0.1070
H -20.2871 -28.1757 13.6943  0.1068
H -19.8598 -26.4961 13.9060  0.0983
H -18.4696 -28.0928 15.3267  0.1047
H -17.4509 -27.1775 14.2767  0.1069
H -16.1807 -30.7357 14.2917  0.0760
H -15.5999 -29.0359 13.8923  0.0866
H -16.3392 -29.4710 15.4629  0.0730
H -19.7763 -30.3802 13.8336  0.0532
H -18.4186 -31.4015 13.9736  0.0651
H -18.8223 -30.3456 15.2700  0.0930
H -17.1003 -28.1084 10.0289  0.0694
H -18.8038 -27.9639 9.4610  0.0733
H -17.9822 -29.5500 9.4549  0.0814
H -16.1840 -30.3488 11.5421  0.0619
C -16.2731 -21.4524 19.3090  -0.0325
C -16.9413 -21.3766 17.9175  -0.5134
C -15.8059 -21.3288 16.8610  -0.1102
C -15.1095 -22.7121 16.7391  -0.1649
C -16.1386 -23.8039 16.4446  -0.1267
C -17.2759 -23.8395 17.4984  -0.4865
N -17.8581 -22.4889 17.6587  -0.0857
O -18.7877 -22.5754 18.7155  -0.0199
C -18.3955 -24.7769 16.9763  -0.0359
C -16.7331 -24.4212 18.8227  -0.0311
C -17.7218 -20.0875 17.8786  -0.0467
H -15.7412 -20.5156 19.5120  0.0920
H -15.5903 -22.2564 19.4888  0.0466
H -16.9965 -21.5961 20.1113  0.0859
H -16.2404 -21.0888 15.8901  0.1086
H -15.1303 -20.5122 17.1333  0.1198
H -14.5566 -22.9563 17.6727  0.1010
H -14.3254 -22.6441 15.9857  0.0781
H -15.7037 -24.8056 16.4522  0.1176
H -16.5743 -23.6768 15.4404  0.1161
H -18.9031 -24.2918 16.1189  0.0888
H -17.9852 -25.7339 16.5513  0.0824
H -19.1188 -25.0625 17.7265  0.0723
H -17.4120 -24.3356 19.6601  0.0885
H -16.5918 -25.4908 18.6671  0.0815
H -15.7327 -24.0908 19.0091  0.0389
H -17.1161 -19.2065 17.7459  0.0781
H -18.3320 -19.9570 18.7518  0.0741
H -18.4303 -20.0570 17.0427  0.0913
H -19.6434 -22.4740 18.3299  0.0961
C -15.2290 -25.5345 9.6385  -0.0152
C -14.9363 -24.9291 11.0085  -0.4796
C -14.7455 -26.0660 12.0093  -0.1180
C -14.1489 -25.5377 13.3061  -0.1730
C -12.8538 -24.7737 13.0828  -0.1067
C -13.0263 -23.6070 12.0836  -0.5320
N -13.7222 -24.0773 10.8869  -0.0723
O -13.9354 -22.9838 10.0237  -0.0692
C -13.7455 -22.5036 12.7916  -0.0316
C -11.6574 -23.2285 11.6023  -0.0264
C -16.1774 -24.1420 11.4802  -0.0205
H -14.3135 -26.0546 9.4166  0.0749
H -15.3321 -24.7109 8.9128  0.0728
H -16.0586 -26.2247 9.5533  0.0657
H -15.7283 -26.5006 12.1742  0.1079
H -14.0297 -26.7882 11.6210  0.0973
H -14.0472 -26.3172 14.0540  0.1094
H -14.8280 -24.8197 13.7062  0.0662
H -12.0550 -25.4798 12.8360  0.1003
H -12.5868 -24.2559 14.0286  0.1115
H -14.3174 -21.8855 12.0723  0.0640
H -14.4863 -22.8711 13.5507  0.0771
H -13.1580 -21.7200 13.3131  0.0900
H -11.6629 -22.4170 10.8523  0.0827
H -11.0569 -22.8739 12.4728  0.0878
H -11.1267 -24.1039 11.2031  0.0797
H -17.0176 -24.8699 11.4666  0.0774
H -16.5132 -23.3647 10.7958  0.0571
H -16.1115 -23.7326 12.5050  0.0707
H -14.7033 -22.4395 10.3885  0.0629
C -15.1336 -26.6314 3.9014  -0.0326
C -14.8827 -27.5987 5.0090  -0.4799
C -15.4068 -27.0246 6.3912  -0.0812
C -16.9389 -27.1743 6.4679  -0.1778
C -17.4191 -28.5954 6.3021  -0.1282
C -16.9001 -29.1791 4.9693  -0.4999
N -15.4563 -28.9391 4.8161  -0.0898
O -15.1480 -29.3667 3.5030  -0.0495
C -17.0823 -30.7210 4.9545  -0.0292
C -17.7205 -28.5797 3.8382  -0.0401
C -13.3371 -27.8862 5.0292  -0.0075
H -14.6757 -26.9371 2.9692  0.0940
H -14.7578 -25.6724 4.2410  0.0411
H -16.2149 -26.4399 3.7753  0.0802
H -14.9766 -27.5016 7.2902  0.0996
H -15.1164 -25.9584 6.4057  0.0921
H -17.3963 -26.6083 5.6686  0.0869
H -17.3039 -26.7870 7.4252  0.0854
H -18.5129 -28.6151 6.2554  0.1222
H -17.1347 -29.2257 7.1352  0.0934
H -16.3723 -31.2197 5.6253  0.0766
H -18.0659 -31.0841 5.2271  0.0785
H -16.8930 -31.1176 3.9469  0.0801
H -17.7692 -27.5069 3.9384  0.0455
H -17.3125 -28.7977 2.8317  0.0983
H -18.7638 -28.8914 3.8179  0.0893
H -12.7372 -26.9829 5.1354  0.0715
H -12.9886 -28.3384 4.1159  0.0692
H -13.1705 -28.5364 5.9153  0.0817
H -14.4320 -30.0204 3.6058  0.1186
C -20.9676 -26.0432 5.7507  -0.0495
C -21.2429 -26.1476 7.2602  -0.4313
C -20.2448 -25.4016 8.1951  -0.2060
O -20.2408 -23.9926 8.1512  -0.1865
C -19.2676 -23.4728 9.0007  -0.1224
N -22.5583 -25.6436 7.5570  0.0248
H -21.6879 -26.5583 5.1079  0.0790
H -19.9272 -26.3444 5.5140  0.0648
H -21.0312 -24.9856 5.4747  0.0757
H -21.2951 -27.2053 7.5467  0.1297
H -19.2155 -25.7306 8.0599  0.0971
H -20.6766 -25.6738 9.2157  0.1279
H -19.3513 -22.3728 8.9915  0.0911
H -18.2594 -23.6762 8.5913  0.0821
H -19.4316 -23.8396 10.0287  0.0924
H -22.7597 -24.8206 6.9977  0.0743
H -22.6247 -25.3926 8.5368  0.0693
C -14.5691 -23.3631 5.0662  -0.0632
C -14.9751 -22.1918 5.9458  -0.4403
C -16.2851 -22.5215 6.6126  -0.2017
O -16.7770 -21.5290 7.5045  -0.2396
C -17.4185 -20.4765 6.8459  -0.1068
N -14.0008 -21.7561 6.9493  0.0610
H -13.6727 -23.0819 4.4461  0.1019
H -15.3638 -23.7545 4.4146  0.0781
H -14.2252 -24.2052 5.6777  0.0552
H -15.2076 -21.3159 5.3470  0.1251
H -16.1445 -23.4622 7.1754  0.1168
H -17.0760 -22.6574 5.8463  0.1364
H -18.2597 -20.8358 6.2522  0.0889
H -16.7126 -19.9131 6.1755  0.1008
H -17.7500 -19.7711 7.6293  0.0933
H -13.0839 -21.5363 6.5431  0.0917
H -13.9017 -22.3828 7.7675  0.0752
C -10.5319 -28.0776 13.7700  -0.0358
C -10.4204 -27.8679 12.2175  -0.4291
C -9.2367 -28.6577 11.6230  -0.2352
O -7.9883 -28.2981 12.0911  -0.1710
C -7.4367 -27.0995 11.4527  -0.0543
N -11.6809 -28.2526 11.6176  0.0672
H -11.4236 -27.5663 14.1302  0.0532
H -9.6293 -27.6638 14.2670  0.0813
H -10.6390 -29.1438 14.0336  0.0822
H -10.2194 -26.8035 12.0553  0.1106
H -9.2525 -28.5242 10.5303  0.1104
H -9.4086 -29.7141 11.8244  0.1123
H -8.0800 -26.2185 11.5942  0.0826
H -7.3175 -27.2199 10.3749  0.0709
H -6.4743 -26.9314 11.9133  0.0833
H -12.4302 -27.8289 12.1698  0.0510
H -11.7175 -27.9011 10.6534  0.0738
C -17.9073 -20.8357 11.9498  -0.0540
C -16.9940 -19.9383 11.1003  -0.3794
C -16.0819 -19.2304 12.0991  -0.2330
O -16.8182 -18.2137 12.7172  -0.1712
C -16.2340 -17.7669 13.9162  -0.0928
N -16.0798 -20.8290 10.3408  0.0555
H -18.4453 -20.2142 12.7003  0.0913
H -17.2694 -21.5676 12.4376  0.0535
H -18.6140 -21.4575 11.3613  0.0691
H -17.6427 -19.2405 10.5562  0.1393
H -15.2310 -18.7996 11.5893  0.0991
H -15.6633 -19.9908 12.7697  0.1186
H -16.7866 -16.9161 14.2396  0.0801
H -15.1919 -17.4927 13.7741  0.0826
H -16.2663 -18.5670 14.6619  0.0799
H -16.5792 -21.1005 9.4855  0.0576
H -15.2539 -20.3738 9.9162  0.0473

Atomic forces in eV per Å
0.49 -0.80 -1.08
-0.09 0.68 -0.10
-0.22 0.58 0.59
0.81 0.53 -0.40
-0.80 -0.56 1.47
0.16 0.79 -0.50
-0.63 0.47 0.42
-0.87 -0.11 -0.23
2.25 -0.27 -0.31
0.32 0.57 0.27
-0.39 -0.28 0.65
-0.33 0.09 0.00
0.08 -0.11 -0.13
0.23 0.03 -0.07
-0.60 -0.76 0.06
0.60 -0.24 0.45
0.11 -0.28 -0.47
-0.32 -0.58 0.14
-0.10 0.35 -0.76
0.37 0.31 -0.36
-0.27 -0.22 0.53
-0.34 0.32 0.03
-0.57 -0.89 -0.70
0.08 0.42 0.57
1.12 -1.40 0.17
0.78 -0.12 -0.02
0.18 0.17 1.66
0.28 0.87 -0.23
0.99 -0.17 1.12
-0.35 -0.55 -1.39
-0.27 0.79 0.42
0.41 0.64 -0.26
-1.24 -0.05 -0.17
-1.08 0.36 -0.08
-0.32 0.37 -0.74
-0.09 0.01 -0.27
-0.28 -0.38 -0.12
-0.23 0.38 -0.43
0.54 0.22 0.22
-0.29 -1.10 0.22
-0.80 0.31 -0.41
0.15 -0.53 0.19
-0.35 0.19 0.13
-0.15 -0.11 -0.03
-0.03 0.36 -0.07
0.52 -0.14 0.00
0.51 -0.13 0.05
-0.01 -0.04 -0.14
0.78 0.54 0.83
0.97 0.14 -0.37
-1.55 -0.04 0.20
-1.15 -1.29 0.68
-0.11 -0.22 -2.71
-0.25 -0.85 2.31
0.20 0.11 -1.46
-0.47 0.52 -0.20
0.83 -0.76 0.47
0.39 0.00 -0.61
-0.35 0.28 -0.23
-0.25 -0.32 -0.31
0.23 0.32 0.24
0.15 -0.33 0.44
0.30 0.30 -0.07
0.26 0.62 0.38
0.41 0.20 0.52
-0.33 -0.15 -0.54
0.22 0.73 -0.29
0.08 0.15 0.89
0.18 0.08 -0.02
-0.28 0.11 -0.37
-0.36 -0.25 0.26
0.03 0.11 -0.10
1.51 0.40 0.44
-0.77 0.32 -0.73
-0.10 -1.22 0.69
0.31 1.02 -0.76
0.00 -0.66 -0.59
-1.99 0.74 1.10
0.97 0.12 -0.49
-0.54 -0.85 0.40
0.40 0.01 0.35
-0.44 -0.01 0.12
-0.03 -0.07 -0.20
-0.14 -0.34 -0.19
-0.18 0.21 0.15
0.29 -0.12 -0.16
-0.12 0.42 0.49
0.39 -0.08 0.15
-0.26 0.06 -0.41
0.70 -0.39 -0.58
0.10 -0.23 0.31
-0.05 0.13 0.08
-0.03 -0.09 0.26
-0.17 0.08 0.00
-0.01 0.58 -0.39
0.02 0.09 0.09
-0.81 -0.25 0.65
0.10 -0.05 0.58
-0.24 -0.87 -0.43
0.22 -1.18 -0.69
-0.08 -0.46 -0.33
-0.31 -0.17 1.65
-0.33 0.11 -0.20
0.78 -0.36 -0.52
0.29 -0.28 -1.03
-0.50 0.82 1.07
0.43 1.09 0.58
0.14 0.56 -0.07
-0.23 -0.07 -0.21
0.01 0.14 -0.53
0.40 -0.24 -0.11
0.02 -0.02 0.16
0.23 0.36 -0.10
-0.03 0.52 0.17
-0.14 -0.01 0.30
0.23 0.14 -0.31
0.00 0.83 -0.27
-0.30 -0.54 0.40
-0.36 0.40 0.29
0.27 0.39 -0.10
0.68 -0.75 -0.49
0.23 0.07 -0.39
-0.30 -0.05 -0.26
0.17 0.00 -0.32
-0.15 0.04 0.36
-0.24 -0.07 0.06
-0.25 0.56 0.62
1.16 0.02 0.78
-0.56 -1.17 0.09
0.26 0.51 0.63
-0.41 0.20 0.12
-0.11 -0.50 0.19
0.16 -0.40 -1.16
0.61 0.07 1.06
0.56 -0.21 -1.30
-0.02 -0.99 -0.97
-1.02 0.26 -0.85
-0.09 -0.06 -0.06
0.58 -0.32 -0.43
-0.35 0.28 -0.14
-0.09 0.09 -0.16
0.05 -0.23 0.00
-0.40 0.17 -0.39
-0.07 -0.17 -0.31
0.23 0.05 0.00
0.02 0.18 0.21
0.07 -0.11 0.50
-0.05 0.82 0.54
-0.18 0.15 0.29
-0.02 0.44 0.14
-0.12 -0.24 -0.10
0.32 0.36 0.52
0.58 0.23 0.19
-0.16 0.04 0.63
0.16 -0.29 -0.12
-0.77 0.19 -0.66
0.88 1.03 -0.30
-1.08 0.81 0.30
1.05 0.60 0.32
-0.04 0.17 -0.22
-0.15 0.09 0.61
0.38 -1.35 0.04
-0.30 -1.14 -0.30
-1.23 0.51 0.13
-1.63 1.94 0.78
1.53 0.98 0.49
-0.99 -0.58 0.15
0.37 -0.48 -0.60
-0.12 -0.40 0.11
-0.31 0.03 0.38
0.10 -0.44 -0.02
-0.26 -0.33 -0.39
0.15 -0.23 0.13
-0.82 0.36 0.63
0.13 0.31 -0.29
0.19 -0.56 -0.35
0.07 -0.33 0.37
0.64 0.28 -0.68
0.33 -0.79 -0.21
-0.11 -0.42 0.29
-0.28 -0.14 -0.49
-0.28 0.23 -0.08
0.35 0.35 0.19
0.34 0.22 0.01
0.02 -0.15 -0.61
0.80 -0.53 -0.49
-1.31 1.07 0.01
1.22 -0.77 1.11
-0.05 -0.38 -0.78
0.36 0.30 0.47
0.36 -0.29 -0.64
-0.75 -0.94 0.23
-0.34 -0.31 0.60
0.81 -0.52 -0.51
0.56 -0.14 -0.37
-0.21 0.21 -1.12
-0.79 0.31 1.56
-0.05 0.02 -0.14
0.46 -0.01 -0.36
0.55 -0.19 -0.30
0.19 0.00 -0.63
-0.19 -0.44 0.19
-0.16 0.56 -0.06
0.05 0.16 -0.13
0.05 -0.03 0.05
0.28 -0.17 0.25
0.00 0.26 0.01
-0.42 0.39 0.16
0.01 0.19 0.22
-0.03 0.34 -0.10
-0.06 0.05 0.65
-0.02 -0.41 0.30
-0.14 0.20 0.18
-0.11 -0.38 -0.29
0.26 0.26 -0.64
-0.50 0.38 0.08
0.69 0.63 0.27
0.22 0.64 -0.27
-0.69 -0.90 0.94
-0.93 -0.21 -1.18
0.41 0.81 -0.01
-1.11 0.26 -0.39
0.15 -0.23 0.39
-0.60 -0.11 0.07
0.04 0.04 -0.01
0.72 0.06 0.12
0.16 -0.45 0.21
1.10 -0.03 -0.68
-0.18 -0.41 0.07
-0.16 -0.27 0.57
0.44 0.04 -0.18
0.02 0.02 0.27
-0.17 0.08 -0.13
1.28 0.04 -0.50
-0.14 0.51 0.27
-0.79 -0.36 0.35
0.41 -0.65 0.09
0.64 1.18 -0.12
0.43 -0.09 0.25
-0.92 -0.25 0.36
0.15 0.47 0.14
-0.11 0.18 0.14
0.34 0.17 -0.49
-0.32 0.33 0.04
0.46 -0.35 0.14
-0.19 0.03 -0.03
-0.57 -0.41 0.45
-0.04 -0.32 -0.43
-0.55 -0.42 0.24
-0.01 0.27 -0.74
0.71 0.01 -0.84
0.58 0.01 1.64
-1.33 0.11 -0.78
1.31 1.45 -0.10
-0.92 -0.75 0.60
-0.11 -0.12 -0.48
0.00 0.18 0.14
-0.60 -0.30 -0.22
0.13 0.33 -0.22
0.09 0.18 0.05
-0.19 -0.14 -0.10
0.14 -0.16 0.11
0.11 -0.23 0.21
0.02 -0.37 -0.09
0.16 0.04 0.09
0.20 -0.12 -0.52
-0.37 -0.17 0.48
-0.58 -0.03 -0.16
0.88 -1.23 1.25
-0.34 0.20 -0.84
-0.14 0.10 0.43
0.21 -0.81 -0.31
-0.75 0.13 -1.42
0.19 -0.55 -0.50
0.10 0.02 0.36
0.15 0.63 0.14
0.57 0.12 -0.34
0.46 0.27 -0.30
-0.28 0.07 0.40
-0.41 0.61 0.38
0.33 0.17 -0.10
-0.05 0.05 0.21
0.16 -0.42 0.39
-0.39 0.49 0.67